ORCA calculation (ωB97M-V with the def2-TZVPD basis set) on a cluster of 2 separate species, C11H15NO3 in total at a distorted geometry.

Values from the calculation:
**SMILES**: C/C(c1ccccc1)=[N+](\[O-])O.C=C(C)O
**Total charge**: 0
**Relative energy (zero: lowest compared OMol25 entry of this formula, charge and spin)**: 540.0 kJ/mol

XYZ file:
```
30
Properties=species:S:1:pos:R:3:nbo_charge:R:1
O 2.4287 0.2183 0.8375 -0.542
H 0.1640 1.8527 1.1186 0.211
O -1.7497 2.8063 -1.3262 -0.666
H -1.5695 1.6293 0.8929 0.189
H -2.0127 -1.0100 -0.3066 0.206
H -2.3771 2.6183 -0.6707 0.472
C -1.9181 -2.5934 1.0694 -0.223
H 0.8710 4.1863 -0.6839 0.221
H -1.5881 -3.8136 2.7215 0.205
N 1.8038 0.2455 -0.3762 0.348
C 0.6544 3.2035 -1.2431 -0.679
C 0.1366 -0.4205 -2.0160 -0.640
H 0.6685 -3.3282 2.9273 0.204
C 0.6157 -0.3061 -0.5906 0.197
C -0.6586 1.8366 0.4397 -0.598
H 3.3607 0.3749 0.6235 0.500
C 0.0694 -1.3329 0.3258 -0.101
C 0.7312 -1.9378 1.3534 -0.171
H 1.7879 -1.8041 1.4105 0.221
H 0.0563 -1.4628 -2.1673 0.225
C -0.6170 2.6345 -0.6373 0.377
H -2.9899 -2.5862 1.0598 0.213
H 0.6315 3.4526 -2.2747 0.230
H -0.8340 0.0362 -2.1197 0.230
O 2.5240 0.8167 -1.2183 -0.565
H 0.8426 -0.0611 -2.6690 0.246
H 1.3404 2.4618 -0.9530 0.252
C -1.1658 -3.2024 2.0131 -0.201
C -1.3549 -1.5987 0.2804 -0.164
C 0.1487 -2.9157 2.1793 -0.197
```

***

ORCA calculation (ωB97M-V with the def2-TZVPD basis set) on the molecule C6H11N at a distorted geometry.

Values from the calculation:
**SMILES**: C/C=C/C(C)=N/C
**Total charge**: 0
**Relative energy (zero: lowest compared OMol25 entry of this formula, charge and spin)**: 217.9 kJ/mol

XYZ file:
```
18
Properties=species:S:1:pos:R:3:nbo_charge:R:1
H -1.0029 2.3729 1.4654 0.184
H 2.8732 -2.5145 -0.0050 0.219
H 1.9463 -2.0645 -1.4650 0.211
C -0.1365 -1.2833 -0.0873 -0.349
C -0.7366 0.0426 0.0219 0.265
H 0.5856 2.9141 0.8903 0.201
N 0.1364 0.9643 0.3377 -0.455
H -0.7396 2.7672 -0.2599 0.191
H 1.4158 -0.7593 1.2944 0.210
H -2.4653 -0.2027 -1.2020 0.228
C -2.2061 0.2323 -0.2330 -0.689
C 1.1620 -1.2319 0.3490 0.011
C -0.2941 2.3174 0.6346 -0.446
H -0.4854 -1.9573 -0.8602 0.202
H -2.7888 -0.2717 0.5439 0.232
H -2.5257 1.2750 -0.2567 0.219
C 2.2971 -1.7237 -0.4846 -0.670
H 2.9646 -0.8768 -0.6833 0.236
```

***

ORCA calculation (ωB97M-V with the def2-TZVPD basis set) on a structure of composition C18H25MoN7O5PSe.

Values from the calculation:
**Total charge**: +3
**Spin multiplicity**: 3

XYZ file:
```
58
Properties=species:S:1:pos:R:3:mulliken_spin:R:1
H -0.6822 -3.1791 1.5211 0.000
C 2.1033 2.5430 -1.4588 -0.042
Mo -0.2588 0.5879 -1.5627 1.819
C -0.3495 5.4420 -1.7698 0.018
N 0.6194 -0.6333 -3.1272 -0.013
O -3.6831 2.6119 -1.8621 -0.008
H 2.6391 -0.8395 0.4006 -0.004
H -2.4412 -4.4869 -1.8383 0.000
H 0.2666 2.1094 2.2490 -0.001
H 0.3966 -3.7607 0.2352 0.000
C -0.1210 -1.6823 -2.7783 0.002
C -1.3947 3.3044 -1.7718 0.027
H -2.1215 -2.1070 3.5496 0.000
N 0.9075 -1.8823 1.0224 0.005
O -2.0861 1.0109 -1.7357 0.056
O -0.0204 0.4985 0.3155 0.048
P 0.1978 -0.5161 1.5323 -0.006
N -0.2111 2.7098 -1.6613 -0.031
H -0.9414 -4.8362 -3.7894 0.000
H 1.8152 5.3746 -1.5855 0.001
O 1.9447 1.3186 -1.4496 0.040
H -1.6671 -0.5140 4.1876 0.000
C -1.7472 -3.7157 -2.1430 -0.003
H 0.5023 1.6412 3.9433 0.000
H 1.8204 -0.3564 4.4619 0.000
C 0.8938 4.8107 -1.6406 0.006
H -0.4237 -1.7292 3.8342 0.000
Se 1.5272 -1.1557 -4.6032 0.000
H -3.3246 -1.0371 1.7326 0.000
N 1.2232 0.2403 2.5292 0.004
C 2.1547 -0.4600 3.4287 0.000
H -0.4036 6.5218 -1.8190 -0.001
N -1.2794 -0.8100 2.1222 0.002
C 0.3512 -3.2275 1.1873 0.002
C 0.9134 3.4344 -1.5886 0.025
C -2.5419 -0.2937 1.5808 0.002
H -2.3885 -2.3593 -0.5511 -0.001
H 3.9931 2.5296 -1.3032 -0.001
H -2.4923 5.1328 -1.9260 0.000
C 0.9467 1.6232 2.9469 0.000
C -1.7232 -2.4976 -1.3953 0.029
H 2.2091 -1.5185 3.1895 0.000
H -2.8447 0.6224 2.0917 0.001
H 0.9326 -3.7904 1.9194 -0.001
H 2.2865 -2.3323 -0.4987 0.002
O 3.2437 3.1480 -1.3764 0.008
N 0.7937 -2.7292 -4.5914 0.013
C -0.9291 -3.9166 -3.2183 0.014
H -2.4609 -0.0850 0.5176 0.001
C -2.5444 2.3329 -1.8062 0.026
C 2.2738 -1.8618 0.4876 0.012
H 2.9528 -2.4192 1.1344 0.000
C -1.3764 -1.3134 3.5049 0.001
C -1.5118 4.6837 -1.8321 -0.007
H 1.8797 2.1853 2.9749 -0.001
N -0.9069 -1.5067 -1.6780 -0.034
C -0.0621 -2.8378 -3.5785 -0.014
H 3.1505 -0.0268 3.3396 0.000
```

***

ORCA calculation (ωB97M-V with the def2-TZVPD basis set) on a structure of composition C24H46Cl6FN5O5 at a distorted geometry.

Values from the calculation:
**Total charge**: 0

XYZ file:
```
87
Properties=species:S:1:pos:R:3:lowdin_charge:R:1
H -1.2508 1.1091 3.4160 0.118
H -0.0676 -2.3206 -1.5018 -0.038
C 1.5719 3.0938 -0.3218 -0.526
H -3.8923 1.7658 2.4193 0.084
Cl 0.9035 0.2671 -1.6755 0.848
H 4.4949 -2.1599 -1.3384 0.148
H -4.5688 4.3854 -3.3194 0.093
H 2.9195 -4.1632 -4.2428 0.092
H -0.2108 2.5384 0.1181 -0.118
H 2.6045 -1.9784 -0.0525 -0.046
H 3.6101 -3.4466 0.7550 0.141
C 2.7520 -3.1121 -4.0079 -0.116
H 1.8740 -3.2228 -0.8633 0.093
C 2.3926 -3.6786 4.7067 -0.031
H 0.4944 1.1710 2.7831 -0.294
H 3.2726 -1.8791 1.0849 0.084
H 2.0731 -4.7074 4.5403 0.090
H -1.0688 -1.6581 1.2820 0.074
H 1.7925 -2.9114 -3.5314 -0.209
C -0.4846 1.6448 2.8555 -0.048
C 0.2996 -0.2192 -0.1095 -0.767
C -4.0231 -0.4397 -0.8112 -0.065
Cl -1.2944 -0.6152 -2.7565 0.799
N 2.2884 -3.3154 2.3448 0.057
C -0.6460 -2.2664 -2.4241 -0.762
C -3.2901 2.6623 2.2716 -0.010
C -1.9515 -1.3833 0.7236 -0.072
C 3.9062 -2.6955 -3.0936 -0.565
C -0.9862 1.8771 1.4861 -0.457
N 0.2940 3.1401 -0.5169 0.055
H -4.8849 -0.1155 -1.3757 0.119
C -1.7139 1.1836 -1.6603 -0.243
H -1.5389 -2.8722 -2.2692 0.018
N -2.2857 2.2670 1.2798 -0.019
H -4.0124 3.3715 1.8675 0.098
O 4.1245 -2.6261 3.4408 -0.123
O -2.9988 2.6993 -0.4166 0.136
N 3.6590 -2.4134 -1.8456 0.096
H -2.7794 2.9546 3.1891 0.090
H -0.4071 2.9975 -2.5424 0.090
H -1.9870 0.4674 1.7031 0.083
H -1.9134 0.4743 -0.8571 0.043
C 2.7552 -2.8378 1.0493 -0.302
Cl 0.8289 -1.8846 0.2834 0.901
C 2.9638 -3.0892 3.4866 -0.660
H 1.9321 -2.9837 0.3498 -0.088
H 0.6066 0.4923 0.6571 -0.075
O 5.0221 -2.5574 -3.6014 0.004
O -0.2986 1.5473 0.5381 -0.207
H 1.4793 -3.9148 2.4235 0.143
H 3.8041 0.9273 2.5006 0.063
H -1.5194 3.6921 -1.4691 0.051
N -3.0310 3.0485 -2.5831 0.047
H 1.3585 2.3382 1.7666 0.019
H -0.1661 4.6552 -2.0345 0.104
H 2.8504 -2.5473 -4.9349 0.090
Cl 1.4551 0.7134 2.1823 0.925
H -2.6623 2.7981 -3.4894 0.165
C -2.4149 -2.1479 -0.3499 -0.271
C -2.6441 2.3534 -1.5370 -0.442
C 2.0046 2.3185 0.8889 -0.142
F -1.8877 -3.3740 -0.6334 0.002
H -2.5345 2.3063 0.3018 -0.287
H 1.5047 -3.1297 5.0203 0.079
C 2.4046 -2.2947 -1.0762 -0.359
H 1.7554 -1.5060 -1.4564 -0.046
H -4.4794 4.3541 -1.5978 0.090
H -0.3427 2.5572 3.4347 0.124
O 2.3857 3.6370 -1.1218 -0.008
C 3.0821 0.1202 2.6252 -0.678
H 3.0399 -3.5831 5.5785 0.092
H -3.9172 1.3131 0.5031 0.102
C -3.4971 -1.6754 -1.1297 -0.027
H -3.2002 5.0934 -2.3138 0.093
H 2.9672 2.6960 1.2339 0.120
Cl 0.2684 -3.0777 -3.7671 0.747
H -0.6655 1.4804 -1.6275 -0.004
H 3.4325 -0.5974 1.8833 0.023
C -0.4506 3.6641 -1.6811 -0.023
C -3.8687 4.2517 -2.4948 -0.018
Cl 3.0941 -0.6196 4.2668 0.725
C -3.5923 0.3039 0.2976 -0.061
H -3.8295 -2.1927 -2.0176 0.127
H 2.0975 1.2660 0.6212 0.023
H -1.8197 0.6671 -2.6143 -0.145
C -2.5535 -0.2039 1.0748 -0.065
H -0.7884 -0.2478 -0.1706 0.008
```

***

ORCA calculation (ωB97M-V with the def2-TZVPD basis set) on a structure of composition C3H6Br2O.

Values from the calculation:
**Total charge**: 0
**Relative energy (zero: lowest compared OMol25 entry of this formula, charge and spin)**: 347.0 kJ/mol

XYZ file:
```
12
Properties=species:S:1:pos:R:3:nbo_charge:R:1
H 0.7950 0.3879 -1.1889 0.186
Br -2.2152 -1.3312 0.3883 0.118
H 2.0477 -0.7508 1.1402 0.167
O -0.8851 0.4857 -2.3814 -0.702
Br -1.3627 1.7185 0.5736 0.073
C -0.9146 -0.0302 -0.0014 -0.203
H 0.8981 -1.0195 2.5621 0.174
H -0.0377 -1.1456 -1.5786 0.209
C -0.1865 -0.0964 -1.3120 -0.188
H 1.4313 0.6976 2.1193 0.173
H -0.9830 1.4334 -2.2226 0.472
C 1.4126 -0.3494 1.9014 -0.480
```

***

ORCA calculation (ωB97M-V with the def2-TZVPD basis set) on the ion C2H7N2O3 with charge +1 at a distorted geometry.

Values from the calculation:
**SMILES**: C[NH2+]C1(ON)OO1
**Total charge**: +1
**Relative energy (zero: lowest compared OMol25 entry of this formula, charge and spin)**: 512.1 kJ/mol

XYZ file:
```
14
Properties=species:S:1:pos:R:3:nbo_charge:R:1
O -1.7434 -0.3778 -1.2307 -0.214
C -0.6189 0.1244 -0.7624 0.845
N -0.3983 0.0711 0.7080 -0.566
H 0.4004 0.7270 0.8719 0.479
O 0.4552 0.2755 -1.4901 -0.325
H -0.8747 -1.9891 0.9099 0.254
H 1.3482 2.0484 -1.3512 0.394
O -1.9076 1.0349 -1.0196 -0.253
H 0.0557 -1.2913 2.2574 0.254
N 1.4172 1.1529 -0.8632 -0.539
H -1.2494 0.4154 1.1835 0.474
C -0.0691 -1.3017 1.1756 -0.438
H 0.8570 -1.6449 0.7128 0.241
H 2.3278 0.7552 -1.1020 0.395
```

***

no.,electronic energy (eV)
1,-19277.415
2,-7888.273
3,-116207.638
4,-121134.284
5,-145336.833
6,-11297.552